i | Computed, not measured: a structure of composition C5H7NS, with ωB97M-V with the def2-TZVPD basis set.

```
14
Properties=species:S:1:pos:R:3:mulliken_charge:R:1
C 1.07 0.21 -0.28 0.63
C -1.84 -0.62 0.70 -0.45
C -1.27 0.49 -0.23 -0.18
C -1.42 -0.99 -0.70 -0.39
C 2.44 0.81 0.05 -0.91
N 0.04 0.95 -0.17 -0.56
S 0.96 -1.48 -0.56 -0.24
H -1.38 -0.81 1.67 0.24
H -2.99 -0.70 0.81 0.25
H -2.03 1.15 -0.67 0.35
H -1.92 -1.79 -1.17 0.45
H 3.32 0.15 -0.11 0.33
H 2.53 0.93 1.23 0.24
H 2.49 1.69 -0.56 0.26
```

highest occupied orbital energy: -8.622 eV
total charge: 0
spin multiplicity: 1

---

ii | Computed, not measured: an isolated molecule of C5H7NS, with ωB97M-V with the def2-TZVPD basis set.

```
14
Properties=species:S:1:pos:R:3:mulliken_charge:R:1
C -2.09 1.34 0.93 0.19
C -1.48 0.63 0.22 -0.98
C -0.50 0.09 -0.64 0.26
C 0.16 -1.15 -0.06 -0.70
C 1.55 -0.85 0.33 -0.53
S 1.55 1.00 0.57 -0.10
N 0.59 1.07 -0.85 -0.43
H -2.76 1.80 1.63 0.46
H -0.99 -0.08 -1.54 0.31
H 0.18 -1.82 -0.98 0.20
H -0.53 -1.53 0.71 0.39
H 1.64 -1.23 1.33 0.33
H 2.42 -1.19 -0.38 0.31
H 0.28 1.92 -1.29 0.30
```

highest occupied orbital energy: -7.891 eV
SMILES: C#C[C@@H]1CCSN1
total charge: 0
spin multiplicity: 1

---

Winner for stability: ii

---

i | Computed, not measured: an isolated molecule of C5H8O2, with ωB97M-V with the def2-TZVPD basis set.

```
15
Properties=species:S:1:pos:R:3:mulliken_charge:R:1
O -0.32 -0.37 2.43 -0.54
C -0.78 -1.05 0.97 -0.55
C -0.03 -0.15 0.11 0.11
C 1.11 -0.35 -0.88 -0.54
C 0.63 0.94 -1.61 -0.37
C -0.61 0.93 -0.68 0.31
O -1.65 1.55 -0.66 -0.67
H -1.07 0.15 2.78 0.40
H -1.86 -0.93 0.98 0.27
H -0.45 -2.08 1.08 0.25
H 0.21 0.25 1.62 0.42
H 2.13 -0.30 -0.48 0.21
H 1.04 -1.24 -1.52 0.23
H 0.39 0.83 -2.67 0.27
H 1.27 1.82 -1.48 0.22
```

highest occupied orbital energy: -8.355 eV
total charge: 0
spin multiplicity: 1

---

ii | Computed, not measured: an isolated molecule of C5H8O2, with ωB97M-V with the def2-TZVPD basis set.

```
15
Properties=species:S:1:pos:R:3:mulliken_charge:R:1
C 1.66 0.93 -0.30 -1.09
C -0.21 -1.49 0.56 -0.55
O -0.86 -2.48 1.12 -0.31
C -1.02 -0.23 0.73 -0.20
C -0.91 0.65 -0.53 -0.69
C 0.47 0.60 -1.17 0.82
O 0.58 0.34 -2.35 -0.58
H 1.70 0.25 0.55 0.28
H 2.58 0.82 -0.89 0.33
H 1.58 1.96 0.07 0.32
H -0.32 -3.28 1.02 0.44
H -2.07 -0.41 1.01 0.37
H -0.55 0.28 1.59 0.26
H -1.63 0.33 -1.29 0.29
H -1.14 1.70 -0.28 0.33
```

highest occupied orbital energy: -8.831 eV
total charge: 0
spin multiplicity: 1

---

Winner for stability: ii

---

i | Computed, not measured: a structure of composition C5H8O2, with ωB97M-V with the def2-TZVPD basis set.

```
15
Properties=species:S:1:pos:R:3:mulliken_charge:R:1
O 0.55 -0.30 -1.20 -0.55
C -0.30 -0.06 -0.07 0.72
C 0.78 -0.09 1.00 -0.51
C 1.85 -0.25 -0.10 0.10
O 2.36 0.82 -0.64 -0.66
C -1.65 -0.68 -0.03 -0.66
C -1.50 0.81 -0.20 -0.81
H 1.27 0.67 -1.32 0.47
H 0.93 0.84 1.55 0.27
H 0.70 -0.94 1.68 0.29
H 2.40 -1.20 -0.15 0.34
H -2.01 -1.06 0.93 0.25
H -1.94 -1.26 -0.90 0.24
H -1.70 1.23 -1.18 0.24
H -1.75 1.47 0.63 0.25
```

highest occupied orbital energy: -9.768 eV
total charge: 0
spin multiplicity: 1

---

ii | Computed, not measured: a structure of composition C5H8O2, with ωB97M-V with the def2-TZVPD basis set.

```
15
Properties=species:S:1:pos:R:3:mulliken_charge:R:1
O 2.45 -1.05 -0.02 -0.37
C 1.38 -0.87 0.77 -0.37
C 0.36 1.05 -0.24 -1.09
C -1.10 0.95 -0.56 -0.04
C -1.49 0.01 0.58 -0.58
C -0.45 -0.76 -0.23 0.01
O -0.97 -0.19 -1.45 -0.46
H 2.32 -1.87 -0.53 0.34
H 1.65 0.01 1.39 0.24
H 0.65 1.67 0.61 0.49
H 1.02 1.18 -1.11 0.34
H -1.71 1.78 -0.96 0.46
H -1.25 0.29 1.60 0.26
H -2.51 -0.40 0.49 0.25
H -0.38 -1.84 -0.33 0.52
```

highest occupied orbital energy: -7.899 eV
total charge: 0
spin multiplicity: 1

---

Winner for stability: i

---

i | Computed, not measured: an isolated molecule of C5H8O2, with ωB97M-V with the def2-TZVPD basis set.

```
15
Properties=species:S:1:pos:R:3:mulliken_charge:R:1
C -0.68 -0.42 -1.85 -1.17
C -0.99 -0.26 -0.40 0.04
C -0.39 -0.95 0.60 -0.65
C 0.30 -0.02 1.61 0.10
O 1.63 -0.44 1.57 -0.59
C 0.32 1.15 0.61 -0.10
O 1.31 1.28 -0.11 -0.61
H -1.09 -1.36 -2.21 0.35
H 0.41 -0.42 -2.00 0.30
H -1.06 0.41 -2.45 0.32
H -1.76 0.45 -0.12 0.47
H 0.15 -1.89 0.44 0.29
H -0.12 0.17 2.60 0.36
H 1.96 0.16 0.78 0.43
H -0.45 1.92 0.65 0.48
```

highest occupied orbital energy: -9.120 eV
SMILES: C/C=C/[C@@H](O)C=O
total charge: 0
spin multiplicity: 1

---

ii | Computed, not measured: an isolated molecule of C5H8O2, with ωB97M-V with the def2-TZVPD basis set.

```
15
Properties=species:S:1:pos:R:3:mulliken_charge:R:1
O -2.92 1.01 0.31 -0.56
C -1.80 0.63 0.11 0.32
C -0.42 1.29 0.21 -0.64
C 0.14 0.09 -0.62 0.24
C 1.38 -0.65 -0.14 -0.75
O 1.67 -0.25 1.18 -0.51
C -1.15 -0.70 -0.34 -0.76
H -0.07 1.25 1.24 0.24
H -0.34 2.31 -0.16 0.33
H 0.21 0.35 -1.68 0.43
H 2.22 -0.49 -0.82 0.41
H 1.13 -1.74 -0.17 0.29
H 2.57 -0.53 1.39 0.29
H -1.03 -1.27 0.59 0.29
H -1.60 -1.31 -1.12 0.38
```

highest occupied orbital energy: -9.350 eV
SMILES: O=C1CC(CO)C1
total charge: 0
spin multiplicity: 1

---

Winner for stability: ii

---

i | Computed, not measured: a cluster of 2 separate species, C3H13N4 in total, with ωB97M-V with the def2-TZVPD basis set.

```
20
Properties=species:S:1:pos:R:3:mulliken_charge:R:1
C -2.08 -0.93 0.55 -1.46
C -1.15 2.02 -0.08 -0.86
C -0.90 -0.32 0.00 0.92
N 0.10 -1.73 -0.31 -0.58
N 0.90 0.99 -0.62 -0.84
N -0.36 0.81 -0.19 0.49
N 2.81 -0.53 0.31 -0.82
H -1.93 -1.03 1.64 0.33
H -3.17 -0.39 0.40 0.33
H -2.19 -1.91 0.20 0.43
H -1.99 1.89 0.65 0.31
H -0.52 3.00 -0.04 0.26
H -1.68 2.07 -1.10 0.39
H -0.58 -2.45 -0.17 0.24
H 0.30 -1.72 -1.31 0.28
H 1.29 1.93 -0.76 0.24
H 1.72 0.26 -0.36 0.49
H 2.94 -1.56 -0.05 0.28
H 3.05 -0.52 1.31 0.25
H 3.45 0.09 -0.09 0.31
```

highest occupied orbital energy: -13.045 eV
total charge: +1
spin multiplicity: 1

---

ii | Computed, not measured: a cluster of 2 separate species, C3H13N4 in total, with ωB97M-V with the def2-TZVPD basis set.

```
20
Properties=species:S:1:pos:R:3:mulliken_charge:R:1
N -0.82 -1.07 0.02 -0.22
C 0.45 -1.20 0.80 -0.50
C 0.36 -0.38 2.08 -0.52
N 1.59 -0.62 2.84 -0.59
H -1.64 -1.24 0.61 0.36
H -0.93 -0.08 -0.45 0.28
H -0.86 -1.76 -0.73 0.38
H 0.63 -2.25 1.01 0.40
H 1.25 -0.83 0.17 0.23
H 0.20 0.67 1.82 0.30
H -0.50 -0.71 2.66 0.43
H 2.31 0.02 2.53 0.23
H 1.44 -0.41 3.82 0.25
N 0.06 0.87 -3.16 -0.36
C -0.72 1.65 -2.39 0.01
N -1.16 1.30 -1.24 -0.61
H 0.62 0.16 -2.71 0.19
H 0.43 1.24 -4.02 0.25
H -0.97 2.62 -2.82 0.33
H -1.73 2.04 -0.85 0.15
```

highest occupied orbital energy: -13.158 eV
total charge: +1
spin multiplicity: 1

---

Winner for stability: ii

---

i | Computed, not measured: a cluster of 2 separate species, C3H13N4 in total, with ωB97M-V with the def2-TZVPD basis set.

```
20
Properties=species:S:1:pos:R:3:mulliken_charge:R:1
C 0.13 -2.82 -0.36 -0.92
C 0.08 -0.74 1.02 -1.02
C -0.03 -0.57 -1.40 -0.52
N -0.56 3.55 -0.16 -0.56
N 0.33 2.59 1.62 -0.76
N -0.07 2.50 0.46 0.56
N 0.53 -1.39 -0.26 -0.06
H 0.35 -3.59 0.46 0.35
H -0.97 -3.02 -0.52 0.35
H 0.49 -3.51 -1.21 0.36
H 0.33 0.20 1.09 0.53
H -1.02 -0.89 1.15 0.39
H 0.39 -1.23 1.95 0.37
H 0.61 -0.56 -2.29 0.35
H -1.02 -1.01 -1.61 0.32
H -0.77 4.42 0.37 0.25
H -0.69 3.40 -1.12 0.21
H -0.13 0.51 -1.05 0.16
H 0.36 3.48 2.14 0.23
H 1.65 -1.30 -0.28 0.41
```

highest occupied orbital energy: -12.833 eV
total charge: +1
spin multiplicity: 1

---

ii | Computed, not measured: a cluster of 2 separate species, C3H13N4 in total, with ωB97M-V with the def2-TZVPD basis set.

```
20
Properties=species:S:1:pos:R:3:mulliken_charge:R:1
N 0.93 -0.81 -0.21 -0.76
C 0.73 -2.18 -0.68 -0.74
N 1.77 -3.17 -0.48 -0.57
H 1.48 -0.90 0.64 0.23
H 1.66 -0.41 -0.93 0.31
H -0.19 -2.61 -0.26 0.41
H 0.49 -2.11 -1.75 0.42
H 2.66 -2.76 -0.75 0.27
H 1.88 -3.32 0.50 0.26
C -0.41 3.28 0.39 -0.78
N -1.71 -0.18 0.11 -0.32
C -1.75 1.09 0.51 0.11
N -0.68 1.85 0.39 -0.13
H 0.61 3.50 0.73 0.27
H -1.18 3.79 0.96 0.32
H -0.50 3.55 -0.68 0.34
H -0.79 -0.61 -0.15 0.50
H -2.43 -0.74 0.56 0.26
H -2.70 1.42 0.91 0.38
H 0.14 1.31 0.20 0.23
```

highest occupied orbital energy: -13.277 eV
total charge: +1
spin multiplicity: 1

---

Winner for stability: ii